[1]
Formula: C52H45F3GeN3NiSb
Source: OMol25
Level of theory: the ωB97M-V functional and the def2-TZVPD basis

Calculated values
2S+1: 1
Molar mass: 1022.01 g/mol
Total energy: -6297.33503 Ha
Charge: +2
LUMO (alpha / beta): -7.678 / -7.334 eV
Frontier orbital gap (alpha / beta): 5.70 / 6.08 eV

Positions of all 106 atoms, in Å:
1 Ni 0.52365 -0.30204 -0.50122
2 C -4.78949 -2.52721 1.25920
3 C -4.09339 -3.85825 1.39608
4 C -4.62756 -4.80299 2.27407
5 C -4.12133 -6.08569 2.36264
6 C -3.05936 -6.46683 1.55165
7 C -2.49495 -5.54576 0.69306
8 C -2.98583 -4.24066 0.63121
9 N -2.34298 -3.35320 -0.28588
10 C -1.68801 -2.21166 0.00704
11 N -1.64150 -1.89355 1.31456
12 C -0.89263 -0.93035 1.98018
13 C -0.30061 0.18235 1.33752
14 C 0.46628 1.05619 2.13579
15 C 0.62161 0.85898 3.48713
16 C -0.00283 -0.22285 4.09420
17 C -0.76162 -1.12472 3.36400
18 C -1.42197 -2.29181 4.05041
19 N -1.06337 -1.50431 -0.92893
20 C -1.53179 -1.55337 -2.27489
21 C -2.89791 -1.61700 -2.58486
22 C -3.32357 -1.70034 -3.89723
23 C -2.40024 -1.67786 -4.93244
24 C -1.05453 -1.53516 -4.63927
25 C -0.61082 -1.46335 -3.32751
26 C 0.84556 -1.32522 -3.01446
27 H -5.83716 -2.69292 1.00524
28 H -4.36217 -1.88850 0.49128
29 H -4.78083 -1.98238 2.20658
30 H -5.48391 -4.51988 2.87450
31 H -4.57123 -6.79975 3.03892
32 H -2.66684 -7.47347 1.59192
33 H -1.65506 -5.82365 0.06678
34 H -2.16061 -3.72443 -1.20519
35 H -2.05630 -2.59327 1.91767
36 H 0.87618 1.95015 1.68845
37 H 1.20903 1.55348 4.07156
38 H 0.10557 -0.37739 5.16037
39 H -1.22967 -2.25768 5.11964
40 H -1.04205 -3.24661 3.67605
41 H -2.50835 -2.27686 3.92359
42 H -3.62763 -1.58166 -1.78818
43 H -4.38040 -1.77312 -4.11678
44 H -2.73424 -1.74961 -5.95804
45 H -0.33554 -1.47624 -5.44787
46 H 1.39123 -0.83548 -3.81811
47 H 1.31039 -2.29155 -2.80755
48 H 0.94408 -0.69239 -2.11397
49 Ge -1.30352 1.32390 -0.16361
50 C -1.01691 3.19472 0.33030
51 C -0.77773 4.12652 -0.67461
52 C -0.68452 5.47690 -0.36649
53 C -0.83746 5.90341 0.94365
54 C -1.10487 4.98183 1.94821
55 C -1.20114 3.63417 1.64064
56 C -3.20257 0.93126 0.00251
57 C -3.79387 0.85349 1.26157
58 C -5.17517 0.82669 1.37766
59 C -5.96769 0.87798 0.23875
60 C -5.38335 0.95156 -1.01796
61 C -4.00131 0.98333 -1.13787
62 H -0.85535 1.17805 -1.65948
63 H -0.67143 3.79542 -1.70224
64 H -0.50533 6.19567 -1.15596
65 H -0.75015 6.95554 1.18063
66 H -1.25950 5.30888 2.96815
67 H -1.42755 2.92722 2.43142
68 H -3.17458 0.81923 2.15293
69 H -5.63426 0.78372 2.35713
70 H -7.04577 0.87133 0.33100
71 H -5.99910 1.00708 -1.90620
72 H -3.53810 1.05760 -2.11566
73 F 8.07965 -1.28693 -3.09965
74 C 6.94791 -0.91989 -2.50799
75 C 5.74572 -1.18980 -3.13981
76 C 4.56873 -0.79632 -2.52743
77 C 4.60735 -0.12775 -1.30791
78 C 5.82190 0.10399 -0.67298
79 C 7.00417 -0.29042 -1.27666
80 Sb 2.83945 0.69418 -0.43666
81 C 3.71411 1.41705 1.36589
82 C 4.31444 2.66771 1.46875
83 C 4.95922 3.03234 2.64067
84 C 5.01111 2.12659 3.68551
85 F 5.63498 2.47070 4.80822
86 C 4.44179 0.86723 3.59812
87 C 3.78797 0.51944 2.42851
88 C 2.63740 2.39667 -1.71904
89 C 2.48626 3.68290 -1.21168
90 C 2.47960 4.77067 -2.07088
91 C 2.58475 4.55128 -3.43207
92 F 2.57071 5.59845 -4.25364
93 C 2.69138 3.27734 -3.96441
94 C 2.72198 2.20025 -3.09539
95 H 5.74841 -1.70380 -4.09150
96 H 3.62405 -1.02351 -3.00756
97 H 5.85837 0.59589 0.28941
98 H 7.96207 -0.11962 -0.80450
99 H 4.31469 3.35395 0.63349
100 H 5.43629 3.99770 2.74234
101 H 4.51870 0.18134 4.43110
102 H 3.33764 -0.46350 2.34623
103 H 2.36282 3.85552 -0.15069
104 H 2.39126 5.78257 -1.69847
105 H 2.75651 3.14103 -5.03527
106 H 2.83132 1.20352 -3.50635

Atoms 1-6, force components in eV/Å:
Ni -1.271 -1.581 0.291
C 0.033 -0.118 0.121
C -0.001 0.101 -0.255
C 0.039 -0.010 0.013
C -0.026 -0.027 -0.021
C 0.014 -0.032 -0.004

[2]
Formula: C52H45HgN7O2P2S
Source: OMol25
Level of theory: the ωB97M-V functional and the def2-TZVPD basis

Calculated values
2S+1: 2
Molar mass: 1094.58 g/mol
<S²>: 0.7700
Total energy: -3776.73265 Ha
Charge: -1
LUMO (alpha / beta): 1.813 / 1.813 eV
Frontier orbital gap (alpha / beta): 3.65 / 6.07 eV

Positions of all 110 atoms, in Å:
1 Hg 0.31920 -0.28554 0.16161
2 C -1.99164 0.83745 -2.16129
3 P -0.55555 1.96267 -2.49813
4 C -1.33455 3.60310 -2.20224
5 C -2.61286 3.96008 -2.62942
6 C -3.13217 5.21191 -2.34451
7 C -2.37663 6.13120 -1.62474
8 C -1.10647 5.78908 -1.19044
9 C -0.59260 4.52873 -1.47483
10 C -0.46327 1.89335 -4.33720
11 C 0.81177 1.99564 -4.89296
12 C 0.99838 1.94697 -6.26816
13 C -0.09083 1.78170 -7.11044
14 C -1.36514 1.66330 -6.57120
15 C -1.54679 1.71804 -5.19700
16 C -2.37270 0.97651 -0.72440
17 C -3.58260 1.34125 -0.17523
18 C -3.36803 1.48772 1.22237
19 C -2.04345 1.19841 1.45029
20 C -1.24534 1.26370 2.70608
21 P -0.19390 2.79706 2.68647
22 C -1.53324 3.99812 3.05899
23 C -1.99434 4.31247 4.33644
24 C -3.06673 5.17619 4.50839
25 C -3.70263 5.73002 3.40394
26 C -3.26002 5.41523 2.12772
27 C -2.17994 4.55968 1.95895
28 C 0.68986 2.68411 4.28892
29 C 1.01768 1.45908 4.86917
30 C 1.81091 1.40835 6.00922
31 C 2.27659 2.57395 6.59575
32 C 1.95997 3.80043 6.02363
33 C 1.18630 3.85080 4.87603
34 N -1.42467 0.90739 0.26217
35 H -1.64690 -0.17383 -2.41009
36 H -2.86234 1.04278 -2.78727
37 H -3.21390 3.24941 -3.18427
38 H -4.12970 5.47276 -2.67697
39 H -2.78384 7.10900 -1.39747
40 H -0.51947 6.49232 -0.61308
41 H 0.38912 4.24716 -1.11099
42 H 1.66662 2.08661 -4.23298
43 H 1.99797 2.02493 -6.67735
44 H 0.05187 1.73656 -8.18315
45 H -2.21987 1.52588 -7.22257
46 H -2.54894 1.61879 -4.79854
47 H -4.49076 1.53660 -0.72751
48 H -4.07992 1.80735 1.96922
49 H -0.58271 0.39790 2.78366
50 H -1.89488 1.27240 3.58503
51 H -1.51068 3.87965 5.20428
52 H -3.40988 5.41409 5.50827
53 H -4.54119 6.40239 3.54010
54 H -3.75197 5.83054 1.25629
55 H -1.84597 4.31203 0.95836
56 H 0.69630 0.52557 4.42796
57 H 2.07539 0.44324 6.42260
58 H 2.89477 2.53023 7.48395
59 H 2.32860 4.71879 6.46486
60 H 0.96076 4.81264 4.42745
61 N -3.70636 -2.98158 0.90821
62 C -3.76151 -2.56271 2.22057
63 C -2.59520 -1.89453 2.44122
64 N -1.83571 -1.88740 1.30350
65 C -2.52044 -2.54098 0.40392
66 C -1.99094 -2.81413 -0.92171
67 N -0.80662 -2.41053 -1.30395
68 C -0.61728 -2.91453 -2.56528
69 C -1.71191 -3.62701 -2.95151
70 N -2.58917 -3.56079 -1.88905
71 H -4.43392 -3.47281 0.42291
72 H -4.61055 -2.76629 2.84799
73 H -2.24590 -1.41872 3.34174
74 H 0.29574 -2.72573 -3.10522
75 H -1.94682 -4.16298 -3.85350
76 H -3.50751 -3.96440 -1.86417
77 C 2.25296 -7.11335 -0.03449
78 C 2.16309 -5.80728 0.70833
79 C 3.30815 -5.16393 1.16490
80 C 3.23238 -3.94253 1.81937
81 C 1.99364 -3.35064 2.01970
82 C 0.83919 -3.97983 1.57679
83 C 0.92902 -5.20187 0.93118
84 S 1.89115 -1.71500 2.71476
85 O 2.93216 -1.63575 3.71431
86 O 0.52889 -1.54378 3.18165
87 N 2.09769 -0.74241 1.48270
88 C 3.31287 -0.75726 0.74915
89 C 4.57111 -0.78671 1.35492
90 C 5.72386 -0.82584 0.58186
91 C 5.64673 -0.81776 -0.79908
92 C 4.40592 -0.74391 -1.44750
93 C 4.27366 -0.71153 -2.86846
94 C 2.99218 -0.62224 -3.42443
95 C 1.89418 -0.55649 -2.60573
96 N 1.98368 -0.58932 -1.24596
97 C 3.22148 -0.70092 -0.65798
98 H 3.21476 -7.59773 0.13482
99 H 2.14570 -6.95681 -1.11051
100 H 1.46567 -7.80191 0.27712
101 H 4.27766 -5.62125 1.00216
102 H 4.12684 -3.44792 2.17203
103 H -0.11489 -3.49616 1.73601
104 H 0.02353 -5.69214 0.58761
105 H 4.62995 -0.77811 2.43281
106 H 6.69084 -0.85539 1.07078
107 H 6.54747 -0.85046 -1.40272
108 H 5.16000 -0.75359 -3.48834
109 H 2.84551 -0.58704 -4.49790
110 H 0.89757 -0.45393 -3.01836

Atoms 1-6, force components in eV/Å:
Hg 0.171 0.387 -0.184
C 0.016 -0.102 -0.016
P -0.022 0.018 0.043
C -0.026 0.006 -0.059
C 0.021 -0.022 0.002
C 0.002 0.013 0.004

What is the formula in the second record?
C52H45HgN7O2P2S